1.
This record from the OMol25 dataset describes a structure of composition C21H34BN7OPtS4. The level of theory is wB97M-V/def2-TZVPD.

Properties
**E_LUMO**: 0.195 eV
**Energy relative to the best compared isomer or geometry (same formula, charge and spin)**: 0.0 kcal per mole
**Kohn-Sham gap**: 7.194 eV

Element x y z (Å)
Pt: -0.34 -0.12 1.69
C: 2.78 -4.61 0.49
C: 1.29 -4.76 0.17
C: 1.04 -6.00 -0.70
C: 0.53 -4.94 1.48
N: 0.90 -3.56 -0.64
C: 1.50 -3.36 -1.87
C: 1.06 -2.19 -2.34
N: 0.19 -1.64 -1.42
B: -0.26 -0.17 -1.74
N: -1.59 0.34 -1.14
C: -2.77 -0.11 -1.70
C: -3.79 0.54 -1.13
N: -3.25 1.41 -0.19
C: -1.90 1.28 -0.21
S: -0.75 2.13 0.75
C: -4.18 2.31 0.58
C: -4.78 3.28 -0.45
C: -5.28 1.44 1.21
C: -3.53 3.11 1.70
N: 0.93 0.79 -1.51
C: 1.14 1.86 -2.35
C: 2.14 2.59 -1.85
N: 2.56 1.98 -0.67
C: 1.79 0.89 -0.47
S: 1.83 -0.24 0.85
C: 3.61 2.65 0.15
C: 4.84 2.84 -0.73
C: 3.04 4.00 0.60
C: 4.03 1.87 1.39
C: 0.10 -2.49 -0.37
S: -0.92 -2.27 1.00
H: 3.11 -5.46 1.09
H: 2.95 -3.70 1.06
H: 3.39 -4.57 -0.41
H: 1.31 -6.89 -0.13
H: 1.62 -6.00 -1.62
H: -0.02 -6.07 -0.96
H: 0.90 -5.87 1.93
H: -0.54 -5.03 1.32
H: 0.71 -4.13 2.17
H: 2.18 -4.07 -2.30
H: 1.29 -1.68 -3.26
H: -0.44 -0.18 -2.93
H: -2.77 -0.85 -2.48
H: -4.84 0.47 -1.30
H: -5.33 2.75 -1.23
H: -4.00 3.88 -0.91
H: -5.47 3.96 0.06
H: -5.89 0.93 0.47
H: -5.93 2.09 1.79
H: -4.85 0.71 1.89
H: -2.78 3.80 1.33
H: -3.07 2.45 2.44
H: -4.32 3.68 2.18
H: 0.55 1.99 -3.24
H: 2.59 3.49 -2.22
H: 4.65 3.47 -1.60
H: 5.21 1.87 -1.08
H: 5.63 3.32 -0.15
H: 2.81 4.65 -0.25
H: 3.77 4.52 1.23
H: 2.13 3.85 1.18
H: 4.41 0.88 1.14
H: 3.21 1.75 2.10
H: 4.82 2.44 1.87
O: -4.01 -0.52 4.16
S: -2.93 -0.92 3.26
N: -2.00 0.17 2.84

2.
This record from the OMol25 dataset describes a cluster of 2 separate species, C2H8N4O in total. The level of theory is wB97M-V/def2-TZVPD.

Properties
**E_LUMO**: 1.050 eV
**SMILES**: NC1(O)NN1.C=N
**Energy relative to the best compared isomer or geometry (same formula, charge and spin)**: 84.6 kcal per mole
**Kohn-Sham gap**: 9.917 eV

Element x y z (Å)
C: -2.23 -0.51 0.12
N: 0.43 0.74 -1.05
N: -0.14 1.01 0.28
C: 1.01 0.12 0.11
N: 2.27 0.66 0.54
N: -1.58 -1.46 -0.43
O: 0.84 -1.19 0.30
H: 0.98 1.54 -1.37
H: 0.14 1.92 0.65
H: 3.01 0.26 -0.03
H: 2.44 0.35 1.49
H: -1.79 -1.64 -1.41
H: -0.22 -1.47 -0.04
H: -2.08 -0.33 1.17
H: -3.06 0.01 -0.35

3.
This record from the OMol25 dataset describes an isolated molecule of C21H25FN2O2S. The level of theory is wB97M-V/def2-TZVPD.

Properties
**E_LUMO**: 0.558 eV
**SMILES**: Cc1ccsc1CN(C)C(=O)[C@@H]1CCC(=O)N(CCc2cccc(F)c2)C1
**Energy relative to the best compared isomer or geometry (same formula, charge and spin)**: 8.4 kcal per mole
**Kohn-Sham gap**: 9.271 eV

Element x y z (Å)
C: 3.33 -0.57 -0.32
C: 3.78 -1.60 0.66
C: 3.39 -1.70 1.97
S: 4.14 -3.04 2.77
C: 4.99 -3.46 1.34
C: 4.71 -2.62 0.31
H: 5.14 -2.71 -0.67
H: 5.66 -4.31 1.35
C: 2.40 -0.86 2.71
N: 1.03 -1.19 2.31
C: 0.38 -0.33 1.50
O: 0.80 0.80 1.30
C: -0.90 -0.83 0.82
C: -1.47 0.31 -0.04
N: -0.66 0.51 -1.22
C: -0.38 -0.54 -2.01
O: 0.32 -0.47 -3.00
C: -1.02 -1.82 -1.52
C: -0.61 -2.06 -0.06
H: -1.13 -2.94 0.32
H: 0.46 -2.28 -0.05
H: -0.69 -2.65 -2.15
H: -2.11 -1.75 -1.60
C: -0.07 1.80 -1.50
H: 0.17 2.29 -0.55
H: 0.86 1.61 -2.05
C: -0.98 2.68 -2.36
C: -2.30 2.93 -1.68
C: -3.41 2.17 -2.02
C: -4.60 2.38 -1.34
C: -4.72 3.31 -0.33
C: -3.60 4.06 0.00
C: -2.41 3.87 -0.67
H: -1.54 4.46 -0.40
H: -3.67 4.80 0.78
H: -5.66 3.44 0.18
F: -5.68 1.63 -1.67
H: -3.37 1.43 -2.80
H: -0.47 3.63 -2.55
H: -1.14 2.18 -3.32
H: -2.50 0.08 -0.32
H: -1.47 1.24 0.54
H: -1.64 -1.07 1.59
C: 0.58 -2.50 2.71
H: -0.50 -2.56 2.69
H: 0.91 -2.68 3.74
H: 1.00 -3.29 2.08
H: 2.54 0.20 2.49
H: 2.50 -1.02 3.79
H: 2.72 -1.03 -1.10
H: 2.74 0.21 0.16
H: 4.19 -0.12 -0.80

4.
This record from the OMol25 dataset describes an isolated molecule of C6H7N. The level of theory is wB97M-V/def2-TZVPD.

Properties
**E_LUMO**: 0.064 eV
**Energy relative to the best compared isomer or geometry (same formula, charge and spin)**: 160.8 kcal per mole
**Kohn-Sham gap**: 7.499 eV

Element x y z (Å)
C: 0.19 -0.29 0.29
C: 1.14 -0.63 -0.92
C: 0.48 1.12 0.13
C: -0.14 -1.38 1.03
C: -2.09 1.51 0.36
N: 2.39 -0.52 -0.86
C: -0.86 1.09 0.14
H: 2.89 -1.01 -1.60
H: 0.58 -1.21 -1.67
H: 1.33 1.69 -0.20
H: 0.45 -2.28 0.98
H: -1.13 -1.46 1.44
H: -2.29 2.48 0.79
H: -2.95 0.91 0.09

5.
This record from the OMol25 dataset describes an isolated molecule of C6H7N. The level of theory is wB97M-V/def2-TZVPD.

Properties
**E_LUMO**: 0.531 eV
**Energy relative to the best compared isomer or geometry (same formula, charge and spin)**: 159.9 kcal per mole
**Kohn-Sham gap**: 9.219 eV

Element x y z (Å)
C: -0.54 -0.07 0.10
C: 0.48 -0.93 0.92
C: -3.14 -0.26 -0.07
C: -2.71 1.07 -0.76
C: 0.73 0.32 0.11
C: 1.72 1.33 -0.19
N: -1.79 0.21 -0.33
H: 0.25 -0.94 1.96
H: 0.89 -1.85 0.64
H: -3.49 -0.14 0.99
H: -3.45 -1.15 -0.69
H: 1.54 2.34 -0.04
H: 1.60 1.21 -1.32
H: 2.66 1.00 0.12

6.
This record from the OMol25 dataset describes a cluster of 3 separate species, C4H7O2S3 in total. The level of theory is wB97M-V/def2-TZVPD.

Properties
**Total charge**: -1
**E_LUMO**: 3.165 eV
**Energy relative to the best compared isomer or geometry (same formula, charge and spin)**: 0.0 kcal per mole
**Kohn-Sham gap**: 6.398 eV

Element x y z (Å)
C: 1.67 -1.88 0.36
C: 1.13 1.26 -1.34
C: -0.55 -0.02 0.16
C: 0.52 0.76 -0.09
O: 2.01 -2.00 -0.71
O: 1.53 -1.85 1.48
S: -4.30 -0.33 0.86
S: -1.52 -0.88 -0.94
S: 1.42 1.40 1.36
H: 0.70 2.11 -1.82
H: 0.94 0.53 -2.09
H: 2.28 1.55 -1.26
H: -0.81 -0.16 1.29
H: -3.56 -1.25 0.44
H: -3.34 0.51 0.43
H: 1.89 0.25 1.87

7.
This record from the OMol25 dataset describes a structure of composition C46H37Br2N2OPdSSbSi. The level of theory is wB97M-V/def2-TZVPD.

Properties
**Total charge**: -2
**E_LUMO (alpha / beta)**: 3.780 / 3.780 eV
**Energy relative to the best compared isomer or geometry (same formula, charge and spin)**: 19.0 kcal per mole
**Kohn-Sham gap (alpha / beta)**: 5.640 / 5.378 eV
**2S+1**: 3

Element x y z (Å)
Pd: -1.54 0.37 -0.51
C: -2.94 4.00 -0.30
C: -4.11 3.06 -0.38
C: -5.45 3.54 -0.37
C: -6.48 2.66 -0.40
C: -6.22 1.27 -0.45
C: -7.23 0.27 -0.47
Br: -9.08 0.74 -0.44
C: -6.88 -1.05 -0.51
C: -5.54 -1.43 -0.54
Br: -5.15 -3.29 -0.60
C: -4.47 -0.53 -0.54
O: -3.26 -0.92 -0.60
C: -4.87 0.88 -0.47
N: -3.86 1.79 -0.42
H: -3.21 5.00 -0.66
H: -2.10 3.61 -0.88
H: -2.59 4.09 0.73
H: -5.63 4.61 -0.34
H: -7.50 3.01 -0.39
H: -7.65 -1.81 -0.52
C: -0.40 3.72 4.44
C: -1.72 3.64 4.01
C: -2.14 2.53 3.27
C: -1.27 1.49 2.94
C: 0.06 1.60 3.39
C: 0.49 2.70 4.13
Si: -1.84 0.10 1.78
C: -1.13 -1.48 2.51
C: -0.25 -2.31 1.80
C: 0.27 -3.47 2.37
C: -0.07 -3.83 3.66
C: -0.95 -3.03 4.38
C: -1.47 -1.88 3.81
H: -0.06 4.59 5.00
H: -2.42 4.43 4.24
H: -3.17 2.48 2.94
H: 0.78 0.82 3.15
H: 1.52 2.76 4.44
H: -3.29 0.02 2.12
H: 0.01 -2.05 0.78
H: 0.95 -4.09 1.79
H: 0.33 -4.73 4.11
H: -1.24 -3.31 5.39
H: -2.16 -1.26 4.38
N: -1.44 0.37 -2.60
C: -1.12 -0.76 -3.28
C: -1.00 -2.05 -2.71
C: -0.59 -3.13 -3.47
C: -0.29 -2.98 -4.83
C: -0.44 -1.73 -5.43
C: -0.87 -0.65 -4.68
H: -1.25 -2.16 -1.66
H: -0.49 -4.09 -2.99
H: 0.06 -3.83 -5.40
H: -0.23 -1.61 -6.49
H: -0.99 0.33 -5.12
S: 0.23 1.68 -0.21
Sb: 1.95 -0.47 -0.68
C: 3.01 0.86 -2.03
C: 2.27 1.66 -2.90
C: 2.90 2.55 -3.77
C: 4.28 2.66 -3.77
C: 5.03 1.87 -2.90
C: 4.40 0.97 -2.05
C: 3.64 -2.01 -1.06
C: 3.67 -2.45 -2.39
C: 4.48 -3.50 -2.82
C: 5.31 -4.16 -1.91
C: 5.30 -3.75 -0.59
C: 4.48 -2.69 -0.18
C: 2.93 0.14 1.15
C: 3.39 1.45 1.34
C: 3.96 1.85 2.55
C: 4.07 0.94 3.60
C: 3.60 -0.35 3.44
C: 3.03 -0.74 2.23
H: 1.19 1.59 -2.89
H: 2.30 3.15 -4.44
H: 4.77 3.36 -4.43
H: 6.12 1.95 -2.90
H: 5.00 0.35 -1.39
H: 3.03 -1.97 -3.13
H: 4.47 -3.80 -3.86
H: 5.94 -4.98 -2.24
H: 5.94 -4.25 0.13
H: 4.53 -2.40 0.87
H: 3.27 2.17 0.54
H: 4.30 2.87 2.67
H: 4.51 1.25 4.54
H: 3.65 -1.06 4.26
H: 2.64 -1.75 2.14

8.
This record from the OMol25 dataset describes a structure of composition C14H12F3NO2. The level of theory is wB97M-V/def2-TZVPD.

Properties
**E_LUMO**: 0.087 eV
**Energy relative to the best compared isomer or geometry (same formula, charge and spin)**: 271.5 kcal per mole
**Kohn-Sham gap**: 8.710 eV

Element x y z (Å)
C: -5.92 -1.87 1.04
C: -4.82 -2.27 -0.13
O: -3.52 -1.64 0.08
C: -3.38 -0.44 -0.15
C: -2.14 -0.15 0.12
C: -1.84 1.25 0.11
C: -2.75 2.12 -0.36
C: -3.94 1.83 -1.03
C: -4.36 0.52 -0.81
H: -5.25 0.14 -1.05
H: -4.66 2.70 -1.35
H: -2.46 3.36 -0.77
O: -0.55 1.64 0.38
C: 0.59 1.23 0.33
N: 1.56 1.51 0.95
C: 2.68 0.93 1.06
C: 3.04 -0.19 0.04
C: 1.92 -0.48 -0.77
C: 0.83 0.27 -0.77
H: -0.13 -0.05 -1.23
H: 2.08 -1.18 -1.70
C: 4.23 -0.58 0.03
F: 4.73 -0.68 -1.35
F: 5.25 0.04 0.68
F: 4.35 -1.75 0.13
H: 3.60 1.34 1.59
H: -1.49 -0.86 0.74
H: -5.29 -1.81 -1.16
H: -4.90 -3.38 -0.01
H: -6.89 -2.39 0.83
H: -6.10 -0.68 0.93
H: -5.64 -2.22 1.80

9.
This record from the OMol25 dataset describes an isolated molecule of C3H8OSSi. The level of theory is wB97M-V/def2-TZVPD.

Properties
**E_LUMO (alpha / beta)**: -0.832 / -0.350 eV
**Energy relative to the best compared isomer or geometry (same formula, charge and spin)**: 148.0 kcal per mole
**Kohn-Sham gap (alpha / beta)**: 8.206 / 8.059 eV

Element x y z (Å)
C: 0.61 2.24 -0.18
C: 0.20 0.45 -0.40
C: -1.31 -1.11 1.10
O: -2.26 1.13 -0.09
Si: 1.54 -0.64 -0.85
S: -1.46 0.02 -0.44
H: -0.34 2.73 0.09
H: 1.61 2.32 0.04
H: -2.26 -1.03 1.53
H: -0.48 -0.81 1.65
H: -1.16 -2.03 0.54
H: 0.74 -1.53 -1.81
H: 2.80 -0.17 -1.48
H: 1.78 -1.58 0.30

10.
This record from the OMol25 dataset describes a structure of composition C15H19N2O4PdS. The level of theory is wB97M-V/def2-TZVPD.

Properties
**Total charge**: -1
**E_LUMO**: 2.494 eV
**Energy relative to the best compared isomer or geometry (same formula, charge and spin)**: 6.1 kcal per mole
**Kohn-Sham gap**: 7.695 eV

Element x y z (Å)
Pd: 0.16 -0.55 1.14
O: 1.08 0.82 4.59
S: 0.84 0.98 3.18
O: -0.54 0.35 2.81
O: 1.76 0.09 2.34
O: 0.89 2.36 2.73
C: 5.63 -1.76 -1.21
C: 4.16 -1.57 -0.95
C: 3.53 -0.35 -1.16
C: 2.19 -0.21 -0.85
N: 1.44 -1.21 -0.38
C: 2.04 -2.39 -0.19
C: 3.38 -2.61 -0.47
H: 6.08 -0.87 -1.63
H: 5.80 -2.59 -1.90
H: 6.15 -2.00 -0.28
H: 4.09 0.50 -1.53
H: 1.69 0.74 -0.98
H: 1.41 -3.18 0.19
H: 3.80 -3.59 -0.28
C: -2.77 2.29 1.22
N: -2.55 2.45 -0.21
C: -2.00 3.77 -0.48
C: -1.62 1.43 -0.70
C: -2.17 0.03 -0.58
C: -3.36 -0.26 -1.26
C: -3.92 -1.53 -1.20
C: -3.29 -2.51 -0.45
C: -2.11 -2.22 0.22
C: -1.53 -0.96 0.17
H: -3.50 3.04 1.55
H: -1.85 2.40 1.81
H: -3.17 1.30 1.43
H: -2.70 4.53 -0.14
H: -1.85 3.90 -1.55
H: -1.04 3.94 0.03
H: -0.66 1.49 -0.16
H: -1.42 1.66 -1.76
H: -3.85 0.53 -1.82
H: -4.85 -1.74 -1.72
H: -3.72 -3.51 -0.39
H: -1.65 -3.00 0.82

11.
This record from the OMol25 dataset describes a structure of composition C28H25AuCl5NO. The level of theory is wB97M-V/def2-TZVPD.

Properties
**E_LUMO (alpha / beta)**: 0.386 / -2.013 eV
**Energy relative to the best compared isomer or geometry (same formula, charge and spin)**: 22.1 kcal per mole
**Kohn-Sham gap (alpha / beta)**: 8.114 / 5.680 eV
**2S+1**: 3

Element x y z (Å)
C: 0.67 -2.86 1.48
C: 0.17 -1.86 2.34
C: -0.81 -1.12 1.66
H: 0.43 -1.71 3.39
C: -0.89 -1.59 0.30
C: 0.06 -2.71 0.20
H: -1.75 -1.48 -0.37
C: 3.60 -0.28 0.89
C: 3.33 -0.19 2.28
C: 2.37 0.84 2.48
H: 3.73 -0.83 3.06
C: 2.01 1.36 1.20
C: 2.72 0.60 0.21
H: -1.49 -0.38 2.12
H: -0.01 -3.43 -0.60
H: 1.30 -3.68 1.79
H: 2.66 0.78 -0.86
H: 1.97 1.19 3.43
H: 4.31 -0.93 0.37
Au: 0.78 -0.92 -1.12
C: 0.94 2.36 0.87
C: 1.59 3.44 -0.02
C: 0.37 3.02 2.12
H: 2.49 3.85 0.47
H: 0.94 4.30 -0.20
H: 1.89 3.06 -0.99
H: 1.13 3.49 2.76
H: -0.16 2.28 2.71
H: -0.36 3.78 1.80
C: -0.27 1.54 0.28
C: -0.72 1.92 -1.10
H: -1.14 1.55 0.95
H: 0.02 0.44 0.21
O: 0.05 1.64 -2.03
N: -2.05 2.41 -1.21
C: -3.02 1.27 -1.17
H: -2.23 3.09 -1.97
C: -3.51 0.85 0.23
C: -4.16 -0.38 0.31
H: -4.29 -0.98 -0.59
C: -4.65 -0.85 1.53
H: -5.13 -1.82 1.58
C: -4.56 -0.05 2.67
H: -4.97 -0.39 3.63
C: -3.95 1.21 2.59
H: -3.88 1.85 3.47
C: -3.44 1.68 1.37
H: -3.02 2.69 1.28
H: -2.56 0.38 -1.66
H: -3.91 1.51 -1.80
Cl: 3.17 -3.44 -0.73
C: 2.73 -2.95 -2.31
C: 1.80 -1.93 -2.52
C: 1.45 -1.57 -3.82
Cl: 0.25 -0.36 -4.06
C: 2.03 -2.19 -4.94
Cl: 1.58 -1.73 -6.53
C: 2.97 -3.23 -4.73
Cl: 3.63 -4.05 -6.06
C: 3.32 -3.61 -3.42
Cl: 4.45 -4.87 -3.18

12.
This record from the OMol25 dataset describes a cluster of 3 separate species, C5H11NO in total. The level of theory is wB97M-V/def2-TZVPD.

Properties
**E_LUMO**: 0.334 eV
**SMILES**: C/C=N/C=O.[H][H].C=C
**Energy relative to the best compared isomer or geometry (same formula, charge and spin)**: 85.9 kcal per mole
**Kohn-Sham gap**: 10.134 eV

Element x y z (Å)
C: -1.87 -0.58 -0.89
C: -1.47 0.68 -0.93
C: 0.99 0.66 0.35
C: 0.57 1.28 1.65
N: 1.35 -0.56 0.33
C: 1.76 -1.12 -0.89
O: 2.44 -0.55 -1.71
H: -1.69 -1.24 -1.73
H: -0.77 -1.82 0.67
H: -2.47 -0.94 -0.06
H: -0.98 1.06 -1.82
H: -1.76 1.38 -0.15
H: 1.03 1.27 -0.56
H: -0.03 2.18 1.53
H: 0.03 0.56 2.25
H: 1.47 1.56 2.20
H: -0.06 -1.64 0.79
H: 1.45 -2.18 -1.01

13.
This record from the OMol25 dataset describes an isolated molecule of C3H5NS2. The level of theory is wB97M-V/def2-TZVPD.

Properties
**E_LUMO**: 0.550 eV
**SMILES**: S=C1CCN1S
**Energy relative to the best compared isomer or geometry (same formula, charge and spin)**: 35.5 kcal per mole
**Kohn-Sham gap**: 9.103 eV

Element x y z (Å)
C: 0.88 -0.49 0.45
C: -0.60 -0.93 0.63
C: -1.03 0.04 -0.39
H: 0.73 2.83 -0.71
H: 1.56 -1.20 0.01
H: 1.34 -0.02 1.33
H: -0.72 -2.02 0.34
H: -1.06 -0.75 1.63
N: 0.27 0.49 -0.51
S: 0.97 1.72 -1.49
S: -2.33 0.34 -1.30